Molecular formula: C3H3N2O
Method: DFT, wB97M-V/def2-TZVPD

XYZ file:
```
9
Properties=species:S:1:pos:R:3:forces:R:3:lowdin_charge:R:1
C 1.717 0.141 0.027 -0.7528 0.1226 -0.0527 -0.383
C -0.773 0.409 0.477 -0.6026 0.4527 1.3032 -0.292
C 0.303 -0.033 -0.428 1.6036 -0.2278 0.1918 -0.346
N 2.870 0.276 -0.006 -0.0045 -0.3064 -0.0787 0.058
N -0.547 -1.068 0.342 -1.4944 1.3980 -1.3688 -0.123
O -1.535 -1.754 -0.219 1.9207 0.6847 0.7612 -0.088
H -0.648 1.096 1.391 0.4280 -1.5545 -0.9714 0.059
H -1.647 0.693 -0.074 -0.5814 0.1022 -0.2595 0.041
H 0.260 0.240 -1.511 -0.5166 -0.6715 0.4747 0.073
```
Forces are in eV/Å.

The orbital gap (spin up / spin down) comes out at 3.734 / 8.492 eV. For the highest occupied orbital energy (spin up / spin down), the calculation gives 0.833 / -6.121 eV. Its spin multiplicity is 3. The net charge is -1.